{
  "formula": "C9H34N12O8",
  "method": "ωB97M-V with the def2-TZVPD basis set",
  "species": ["O", "H", "H", "C", "O", "N", "N", "H", "H", "H", "H", "C", "O", "N", "N", "H", "H", "H", "H", "C", "O", "N", "N", "H", "H", "H", "H", "C", "O", "N", "N", "H", "H", "H", "H", "C", "O", "N", "N", "H", "H", "H", "H", "C", "O", "N", "N", "H", "H", "H", "H", "C", "C", "C", "O", "H", "H", "H", "H", "H", "H", "H", "H"],
  "xyz": [[-0.46, 0.47, 0.27], [-0.31, -0.44, 0.02], [-0.37, 0.97, -0.54], [0.32, -0.82, -2.22], [0.07, -0.84, -1.08], [-0.14, -1.69, -3.02], [1.13, 0.00, -2.90], [-0.83, -2.35, -2.69], [-0.03, -1.63, -4.02], [1.38, 0.91, -2.57], [1.35, -0.26, -3.85], [-1.46, -2.71, -0.67], [-2.23, -1.74, -0.49], [-0.14, -2.65, -0.86], [-1.85, -3.96, -0.45], [0.37, -3.42, -1.28], [0.25, -1.72, -0.81], [-1.28, -4.76, -0.69], [-2.85, -4.12, -0.39], [1.84, 2.95, 1.00], [1.24, 3.81, 0.32], [2.63, 3.27, 1.99], [1.81, 1.65, 0.89], [3.11, 2.54, 2.50], [2.76, 4.23, 2.28], [2.46, 1.03, 1.36], [1.29, 1.21, 0.14], [-2.47, 0.67, -2.13], [-2.18, 1.17, -1.06], [-3.37, 1.09, -2.91], [-2.03, -0.51, -2.55], [-3.75, 0.50, -3.64], [-3.76, 1.96, -2.58], [-1.50, -1.12, -1.95], [-2.38, -0.78, -3.46], [-1.44, 3.51, 0.44], [-2.60, 3.75, 0.53], [-0.88, 2.63, -0.34], [-0.55, 4.18, 1.08], [0.09, 2.62, -0.62], [-1.49, 2.26, -1.05], [0.41, 3.90, 1.02], [-0.67, 4.98, 1.68], [-0.41, 0.02, 3.45], [-0.91, -0.39, 4.53], [0.52, 0.85, 3.35], [-0.90, -0.34, 2.28], [0.70, 1.45, 2.56], [0.96, 1.10, 4.23], [-0.64, 0.20, 1.46], [-1.46, -1.17, 2.12], [0.78, -2.60, 1.71], [2.05, -2.17, 0.90], [1.90, -0.86, 0.14], [3.15, -2.14, 1.75], [0.95, -3.59, 2.13], [-0.09, -2.78, 1.07], [0.47, -1.94, 2.52], [2.20, -3.02, 0.22], [2.81, -0.65, -0.43], [1.39, -0.05, 0.65], [1.22, -1.00, -0.70], [3.84, -1.64, 1.31]],
  "total_energy_ha": -1621.56025,
  "homo_energy_ev": -7.37,
  "fmax_ev_per_a": 18.48,
  "lumo_energy_ev": -0.75,
  "e_above_lowest_ev": 25.639,
  "gap_ev": 6.6
}